No. 1
Density functional theory data (ωB97M-V with the def2-TZVPD basis set) for 6 unconnected molecules or ions with the total composition C16H37BFN7O10S.

Atoms and positions in Å:
N 2.39393 0.31541 0.10832
C 1.30542 -0.02410 -0.00762
O 0.11603 -0.53987 -0.11110
N -0.86101 0.53340 -0.14268
B -1.47080 0.62526 -1.54353
O -1.73632 1.85850 -2.01888
O -1.75553 -0.48634 -2.25665
S -1.85580 0.42068 1.16977
O -2.61168 1.61388 1.13984
O -1.10978 -0.03382 2.27662
F -2.81757 -0.73461 0.74249
H -1.34240 2.54971 -1.47665
H -1.19205 -1.24814 -2.08536
C 4.32586 -4.56165 -0.61414
C 3.68533 -3.31803 -0.03846
O 2.79571 -2.72534 -0.63886
N 4.14550 -2.87542 1.15208
C 5.19394 -3.44223 1.97804
H 3.85591 -4.77424 -1.56985
H 5.39438 -4.41623 -0.77563
H 4.18560 -5.41664 0.04802
H 3.70794 -2.02711 1.47838
H 4.80234 -3.70677 2.96161
H 5.99507 -2.71675 2.11285
H 5.59400 -4.33744 1.51342
C 5.19231 -6.89359 -4.80992
C 5.84657 -5.67150 -4.20411
O 6.66942 -5.75796 -3.30931
N 5.47464 -4.45762 -4.69210
C 4.51578 -4.16347 -5.73624
H 5.59440 -7.76927 -4.30997
H 4.11096 -6.86835 -4.67008
H 5.40472 -6.96385 -5.87729
H 5.94139 -3.68414 -4.24433
H 4.99194 -3.62927 -6.56037
H 3.70407 -3.54391 -5.35114
H 4.09039 -5.08287 -6.12505
C -4.62009 3.72162 2.37699
C -4.93443 5.12064 2.84232
O -4.12712 6.03461 2.79372
N -6.19262 5.33773 3.32603
C -7.27825 4.38403 3.43750
H -3.59763 3.69669 2.01969
H -4.72404 3.01112 3.19833
H -5.29453 3.42585 1.57363
H -6.35063 6.28397 3.63470
H -8.14502 4.71205 2.85915
H -7.59019 4.27026 4.47780
H -6.96742 3.41643 3.05744
C -7.58922 1.45736 -1.63919
C -7.27854 2.52455 -0.61560
O -6.75758 2.25604 0.45630
N -7.59639 3.80678 -0.92910
C -8.20884 4.30889 -2.14231
H -7.27325 0.50180 -1.23250
H -8.65811 1.41814 -1.85149
H -7.05406 1.64215 -2.57116
H -7.36048 4.47129 -0.20777
H -7.55194 5.02530 -2.63777
H -9.15331 4.80801 -1.92005
H -8.40583 3.49233 -2.82891
C 6.33186 0.87996 3.99409
C 5.29429 0.17118 3.15218
O 5.37336 -1.02708 2.91210
N 4.26536 0.90612 2.67266
C 3.99689 2.31560 2.85804
H 7.07668 0.14947 4.29437
H 6.81976 1.67359 3.42723
H 5.87992 1.31530 4.88595
H 3.62108 0.37922 2.10004
H 3.03120 2.46349 3.34448
H 3.97253 2.82844 1.89505
H 4.76596 2.77073 3.47389

## Properties
HOMO ... -8.752 eV
Electronic energy ... -62328.993 eV
Spin multiplicity ... 1
Total charge ... 0

---

No. 2
Density functional theory data (ωB97M-V with the def2-TZVPD basis set) for 4 unconnected molecules or ions with the total composition C16H37BFO15PS3.

Atoms and positions in Å:
C -4.25764 2.11824 1.42191
C -3.69900 1.51344 0.12231
B -2.14818 1.73048 -0.15513
O -1.33203 2.09632 0.93283
P -1.42830 1.49834 -1.96295
O -0.86994 1.20313 -3.61296
C -0.84489 -0.16917 -3.88021
C -2.13461 -0.51046 -4.72343
C -3.14677 -1.46318 -4.16634
O -3.04987 -2.59783 -3.84915
F -4.41078 -0.88789 -4.12442
C -0.62699 -0.91674 -2.51802
C 0.65538 -1.78468 -2.63812
O 1.75582 -1.19423 -2.65459
O 0.47854 -3.02110 -2.76405
O -0.48284 0.08310 -1.54981
H -5.05464 1.51183 1.87032
H -4.64809 3.12853 1.25229
H -3.46841 2.20495 2.17796
H -3.86823 0.42588 0.11851
H -4.23399 1.88102 -0.76252
H -1.01515 2.99733 0.81276
H -2.59419 0.60694 -2.25387
H -2.25362 2.63984 -2.42743
H -0.27051 2.34715 -1.74149
H 0.02156 -0.34106 -4.52785
H -1.82222 -0.95749 -5.67728
H -2.62308 0.44359 -4.91189
H -1.44116 -1.59655 -2.25016
O 5.83895 2.08772 -0.67750
S 4.56661 1.42842 -0.50640
O 3.49126 2.18840 0.04760
O 4.82274 0.13844 0.41047
C 5.51518 0.34122 1.64857
C 4.62499 0.92803 2.72718
C 4.09641 0.58571 -1.96186
H 6.39596 0.96247 1.47121
H 5.85846 -0.65297 1.93353
H 4.33296 1.94832 2.48607
H 5.15798 0.93066 3.68094
H 3.71420 0.33842 2.82829
H 4.95584 0.01412 -2.30274
H 3.82031 1.34544 -2.69021
H 3.22996 -0.06458 -1.78173
O -4.26897 2.68312 5.38596
S -5.18113 3.73155 5.71163
O -5.81249 4.49156 4.67932
O -4.46372 4.72613 6.72962
C -3.15700 5.21389 6.32935
C -3.23338 6.29814 5.27633
C -6.41569 3.12759 6.81117
H -2.55406 4.37006 5.99262
H -2.72060 5.59184 7.25208
H -3.59889 5.90689 4.32871
H -2.23875 6.71485 5.11510
H -3.90575 7.09529 5.59512
H -5.93151 2.58545 7.61827
H -7.04758 2.46332 6.22583
H -6.99175 3.96853 7.18746
O 4.71656 -4.87785 -3.92690
S 4.17834 -5.25163 -2.64779
O 5.09517 -5.80972 -1.68579
O 3.01662 -6.32421 -2.90366
C 3.30876 -7.41072 -3.78753
C 4.15359 -8.49122 -3.13886
C 3.20348 -3.99114 -1.94503
H 3.78301 -7.02115 -4.69029
H 2.33156 -7.80227 -4.06732
H 5.15732 -8.13006 -2.92165
H 4.22709 -9.35109 -3.80854
H 3.70297 -8.81114 -2.19882
H 2.46307 -3.60825 -2.66089
H 3.88401 -3.19537 -1.64740
H 2.69175 -4.40196 -1.07870

## Properties
HOMO ... -1.270 eV
Electronic energy ... -93092.407 eV
Spin multiplicity ... 1
Total charge ... -2